Entry from OMol25: a 9-piece molecular cluster, C31H56Cl2O24 overall (wB97M-V/def2-TZVPD).

Properties
gap between HOMO and LUMO	10.2417	eV
SMILES	CCOC(=O)OC.CCOC(=O)OC.CCOC(=O)OC.CCOC(=O)OC.CCOC(=O)OC.O=C1OCCO1.O=C1OCCO1.O=C1OCCO1.ClCCCl
HOMO	-10.089	eV

Last column: Löwdin charge in e.
CARTESIAN COORDINATES (ANGSTROEM)
Cl (2.2228, -0.6759, -1.0867)  0.575
Cl (-1.7045, 1.0654, -0.4552)  0.624
O (4.8532, 1.8508, 0.3667)  0.104
O (-1.3470, -0.9263, -7.1202)  0.048
O (5.8890, 1.9057, -1.6096)  0.014
O (1.6370, -1.5634, 4.2160)  0.036
O (-6.7239, 3.0773, -0.1883)  0.043
O (3.0347, 4.3587, -2.2053)  0.177
O (-4.9859, 1.2582, 3.4984)  0.052
O (-6.6991, 0.6829, 2.1311)  0.175
O (3.5277, 5.2948, -0.2197)  0.082
O (-2.9670, -0.0177, -8.2043)  -0.008
O (3.1750, -4.6211, 3.7608)  0.193
O (4.4960, -3.5742, 2.2183)  0.032
O (-1.6912, 1.2967, -6.9050)  0.127
O (-8.8675, 2.4892, -0.3861)  0.134
O (-0.3866, -0.6225, 4.7461)  0.134
O (-0.0413, -2.8215, 4.4197)  -0.016
O (-1.6986, -3.0252, 0.7997)  0.144
O (-8.0295, 3.4524, 1.4632)  0.000
O (-0.4508, -4.8570, 0.4804)  0.000
O (-0.9903, -3.6248, -1.2423)  0.009
O (1.7197, 4.0573, -0.4007)  0.045
O (6.7784, 3.0094, -0.0054)  0.058
O (2.9053, -4.9193, 1.5479)  0.031
O (-4.6219, -0.0005, 1.7287)  0.068
C (3.2881, 4.8889, 1.0925)  -0.143
C (0.1500, -6.5190, 1.9917)  -0.063
C (-0.3762, -5.0988, 1.8882)  -0.200
C (2.2710, -0.3506, 3.8337)  -0.224
C (-0.1123, -0.8810, -6.3750)  -0.203
C (-1.0968, -3.7491, 0.0727)  -0.599
C (-3.6337, 0.8206, 3.7019)  -0.084
C (5.7475, 2.2607, -0.3458)  -0.599
C (3.4137, -0.7174, 2.9040)  -0.039
C (2.7618, 4.6035, -1.0749)  -0.559
C (-0.3644, -4.5616, -2.0919)  -0.038
C (-4.8626, 2.4785, -1.6167)  -0.074
C (-0.2823, -0.6160, -4.9037)  -0.055
C (-1.9533, 0.2124, -7.3502)  -0.615
C (-5.5514, 0.6597, 2.4238)  -0.577
C (0.3415, -1.5559, 4.5606)  -0.589
C (-0.1644, 0.2687, -0.0288)  -0.634
C (5.1121, 0.8829, -2.1861)  -0.060
C (0.9781, 0.6368, -0.9478)  -0.577
C (3.5364, -4.4264, 2.6565)  -0.552
C (3.8294, -4.8184, 0.4725)  -0.111
C (1.8699, 4.2975, 0.9977)  -0.102
C (-3.6201, 1.0626, -8.8471)  -0.045
C (-6.3754, 2.6457, -1.4885)  -0.214
C (6.7914, 3.6103, 1.2872)  -0.193
C (4.4339, -3.4654, 0.8142)  -0.132
C (-9.2868, 3.5970, 2.0844)  -0.048
C (-3.4109, -0.0790, 2.4801)  -0.126
C (-1.4225, -3.1183, 4.6166)  -0.028
C (7.5929, 4.9292, 1.2039)  -0.046
C (-7.9669, 2.9873, 0.2275)  -0.640
H (3.9328, 4.1234, 1.5330)  0.098
H (8.0298, 5.1851, 2.1656)  0.074
H (-4.2779, 3.3968, -1.6334)  0.077
H (1.5919, 0.3481, 3.3284)  0.111
H (-2.9684, 1.6638, 3.5277)  0.130
H (-4.6843, 0.8971, -9.0012)  0.091
H (0.3280, -6.8484, 3.0185)  0.084
H (-1.9673, -2.7417, 3.7491)  0.080
H (1.1197, 5.0014, 1.3568)  0.129
H (-1.4425, -5.1477, 2.1370)  0.127
H (0.1780, -4.4222, 2.5365)  0.114
H (2.5416, 0.2499, 4.7064)  0.127
H (-3.2370, -1.1234, 2.7483)  0.110
H (-4.5538, 1.7736, -0.8441)  0.045
H (0.1834, -1.9309, -6.4538)  0.119
H (0.7458, 0.7809, -1.9974)  0.052
H (7.1683, 3.0009, 2.1046)  0.127
H (0.6502, -0.3336, -6.9274)  0.129
H (-2.5293, 0.1726, 1.8972)  0.069
H (-9.8959, 2.6925, 2.0273)  0.097
H (-3.1338, 1.2494, -9.8012)  0.096
H (3.3928, -4.9320, -0.5154)  0.130
H (0.6151, -4.8237, -1.6862)  0.090
H (-9.0357, 3.8173, 3.1179)  0.095
H (4.1136, -1.2534, 3.5440)  0.087
H (-6.8976, 1.7076, -1.6712)  0.128
H (3.2747, 5.6705, 1.8530)  0.135
H (5.0976, 0.0075, -1.5220)  0.071
H (-1.4740, -4.1920, 4.7555)  0.097
H (1.0837, -6.7052, 1.4648)  0.065
H (-0.5929, -7.2306, 1.6249)  0.078
H (3.7852, -2.6390, 0.5094)  0.086
H (5.5615, 0.5099, -3.0986)  0.099
H (3.8640, 0.1826, 2.4890)  0.075
H (4.0617, 1.1690, -2.1865)  0.064
H (5.4635, -3.2467, 0.5305)  0.140
H (-0.9872, -5.4206, -2.3283)  0.103
H (5.7635, 3.9030, 1.4960)  0.081
H (8.3991, 4.8716, 0.4718)  0.079
H (1.7975, 3.3793, 1.5776)  0.125
H (-9.9088, 4.3814, 1.6475)  0.096
H (-3.5718, 1.9241, -8.1770)  0.091
H (-3.6465, 0.3341, 4.6694)  0.131
H (-0.3513, -0.8014, 0.0634)  0.046
H (4.6339, -5.5589, 0.5427)  0.135
H (-0.6550, -1.5417, -4.4642)  0.075
H (-6.6240, 3.3736, -2.2657)  0.126
H (2.9902, -1.3472, 2.1263)  0.059
H (0.6697, -0.2929, -4.4895)  0.078
H (-1.8197, -2.5777, 5.4767)  0.097
H (6.9288, 5.7042, 0.8241)  0.073
H (-0.1220, -4.0379, -3.0173)  0.088
H (-1.0849, 0.1083, -4.7624)  0.080
H (1.4568, 1.5423, -0.5836)  0.055
H (0.0387, 0.5389, 1.0084)  0.062
H (-4.6712, 2.0537, -2.6046)  0.080

Entry from OMol25: C2H2N4O2 as an isolated structure (wB97M-V/def2-TZVPD).

Properties
gap between HOMO and LUMO	9.3441	eV
HOMO	-10.473	eV

Last column: natural (NBO) charge in e.
CARTESIAN COORDINATES (ANGSTROEM)
O (-1.7766, 0.8506, -0.0637)  -0.582
O (2.0535, 0.8984, -0.0352)  -0.168
N (0.5665, 0.8163, 0.5398)  -0.330
N (-0.8115, -1.2082, 0.0917)  -0.532
N (2.4596, -0.2652, -0.2104)  0.228
N (1.6579, -1.2103, 0.1288)  -0.229
C (0.3767, -0.5151, 0.2059)  0.480
C (-1.8532, -0.3192, -0.0181)  0.515
H (-2.8458, -0.7725, -0.2362)  0.126
H (0.1730, 1.7251, -0.4026)  0.492

Entry from OMol25: a 2-piece molecular cluster, CH6IN3O overall (wB97M-V/def2-TZVPD).

Properties
gap between HOMO and LUMO (alpha / beta)	8.7300 / 7.9214	eV
HOMO (alpha / beta)	-8.454 / -8.123	eV

Last column: natural (NBO) charge in e.
CARTESIAN COORDINATES (ANGSTROEM)
I (2.6221, 2.1877, -0.5316)  0.277
O (1.4279, -0.6693, 0.2181)  -0.209
N (0.6102, -0.5263, -0.7625)  0.073
N (0.8991, -0.5402, 1.6678)  -0.543
N (0.8161, 1.5950, -1.1523)  -0.830
C (-0.8347, -0.5409, -0.5688)  -0.488
H (-1.2079, -0.6662, -1.5369)  0.217
H (-1.1360, -1.3332, 0.1187)  0.224
H (0.8970, 1.5743, -2.2312)  0.345
H (1.0444, 0.4491, 1.7426)  0.349
H (1.7326, -0.9741, 2.1243)  0.357
H (-1.1036, 0.3875, -0.1033)  0.226

Entry from OMol25: C7H12 in the gas phase (wB97M-V/def2-TZVPD).

Properties
gap between HOMO and LUMO	8.4716	eV
HOMO	-8.273	eV

Last column: natural (NBO) charge in e.
CARTESIAN COORDINATES (ANGSTROEM)
C (-0.4941, -0.4565, 1.4153)  -0.594
C (0.0025, -2.0461, -1.3880)  -0.603
C (-0.5467, 1.4263, 0.5015)  -0.385
C (-0.8431, 0.9487, 1.9095)  0.210
C (-0.6786, -0.0128, -0.0542)  -0.221
C (0.2135, -0.5495, -1.1639)  -0.399
C (0.8986, 1.9589, 0.6836)  -0.604
H (1.3929, 1.5399, 1.5686)  0.215
H (0.2213, -2.6116, -0.4743)  0.203
H (1.5219, 1.7240, -0.1840)  0.222
H (1.2691, -0.3621, -0.9253)  0.193
H (-1.1045, -1.2598, 1.8416)  0.238
H (0.0021, -0.0003, -2.0924)  0.204
H (-1.7256, -0.1763, -0.3400)  0.203
H (-1.1718, 2.2181, 0.0734)  0.223
H (-1.0353, -2.2611, -1.6696)  0.203
H (0.5528, -0.6920, 1.6560)  0.249
H (0.8739, 3.0416, 0.8246)  0.230
H (0.6511, -2.4294, -2.1823)  0.212

Entry from OMol25: C7H12N2 as an isolated structure (wB97M-V/def2-TZVPD).

Properties
gap between HOMO and LUMO	9.3965	eV
HOMO	-8.375	eV

Last column: natural (NBO) charge in e.
CARTESIAN COORDINATES (ANGSTROEM)
N (-2.2256, 0.3545, 0.2023)  -0.837
N (0.2308, 1.9109, 0.2221)  -0.607
C (1.0260, -1.2921, -0.6541)  -0.432
C (1.1234, 0.8527, 0.8744)  -0.081
C (-0.3975, -1.2650, -0.7574)  -0.429
C (-0.1524, 0.9255, -0.6469)  -0.069
C (-0.8545, -0.0564, 0.1978)  0.109
C (1.3483, 0.2517, -0.5885)  -0.230
C (0.0728, 0.0353, 1.4895)  -0.422
H (1.6176, -1.8266, -1.5440)  0.233
H (-2.6803, 0.4649, -0.7278)  0.367
H (-3.0517, -0.3429, 0.7106)  0.358
H (2.0531, 0.9189, -1.1302)  0.223
H (-0.7974, -1.0870, -1.8158)  0.213
H (0.5159, -0.8759, 1.7631)  0.196
H (1.2983, -1.6246, 0.4596)  0.205
H (-0.4999, -2.4170, -0.3408)  0.209
H (-0.4928, 0.3702, 2.3986)  0.241
H (-0.8268, 0.9390, -1.5466)  0.204
H (1.8006, 1.2703, 1.6255)  0.213
H (0.8923, 2.4933, -0.1914)  0.336

Entry from OMol25: C3H4S in the gas phase (wB97M-V/def2-TZVPD).

Properties
gap between HOMO and LUMO	10.1838	eV
SMILES	C#CCS
HOMO	-9.361	eV

Last column: natural (NBO) charge in e.
CARTESIAN COORDINATES (ANGSTROEM)
S (-1.8809, -0.4770, 0.0416)  -0.021
C (0.8571, -0.1313, 0.0193)  -0.026
C (1.8215, -0.8146, 0.2213)  -0.231
C (-0.4163, 0.6563, 0.1600)  -0.563
H (2.5419, -1.5508, 0.3739)  0.231
H (-0.5294, 1.0141, 1.1077)  0.232
H (-0.3681, 1.4940, -0.6498)  0.248
H (-2.0258, -0.1906, -1.2739)  0.130